Formula: C5H7NO2
Source: OMol25
Level of theory: ωB97M-V with the def2-TZVPD basis set

Gap between HOMO and LUMO in eV: 9.63
Electronic energy in eV: -10876.5968
Maximum force in hartree/bohr: 0.1580
SMILES string: O=CN1C[C@H]2C[C@H]2O1
Relative energy (zero: lowest compared OMol25 entry of this formula, charge and spin) in kcal per mole: 161.9

Structure (XYZ):
```
15
Properties=species:S:1:pos:R:3:forces:R:3:lowdin_charge:R:1
O -3.20491 -0.79237 -0.03040 5.5 5.0 3.2 -0.0687
C -2.26497 0.10303 0.32575 -4.4 -2.3 -4.1 -0.1451
N -1.15453 0.26550 -0.58887 2.7 -1.6 0.4 0.0139
C 0.02971 1.10061 -0.32703 -0.9 4.2 -0.6 -0.2124
C 1.22049 0.35396 -0.17959 5.2 -3.4 0.2 -0.2116
C 1.16305 -0.82919 0.99868 2.6 0.8 -5.6 0.0662
C 0.83557 -1.04976 -0.51770 2.6 -0.2 -0.9 -0.3426
O -0.38650 -0.95567 -1.02592 -6.3 -1.1 -1.1 -0.0579
H -2.46546 1.12925 0.96127 0.5 -2.7 -1.1 0.1757
H -0.24079 1.60044 0.54306 -0.2 1.3 1.9 0.0861
H 0.43110 1.98456 -0.98367 -2.1 -1.5 0.0 0.1621
H 2.18991 0.66013 -0.81948 -2.1 -0.4 2.4 0.1837
H 0.42758 -0.68976 1.65922 -3.1 0.5 2.2 0.0435
H 2.06121 -1.20169 1.44024 0.6 -0.2 -0.2 0.0821
H 1.35852 -1.67905 -1.45557 -0.6 1.4 3.4 0.2250
```
Forces are in eV/Å.